(1)
DFT (ωB97M-V/def2-TZVPD) results for a 2-piece molecular cluster, C9H14 overall at a distorted geometry.

Last column: Mulliken charge in e.
Atoms and positions in Å:
C1 1.1833 -2.7810 2.3357  -0.854
C2 1.4799 -1.3384 1.9082  -0.718
H1 0.0970 -2.8979 2.4170  0.260
H2 1.4765 -3.5082 1.5766  0.248
H3 1.6669 -3.1107 3.2562  0.295
H4 2.0024 -0.8334 2.7329  0.313
H5 0.6476 -0.6994 1.6636  0.170
H6 2.2549 -1.3160 1.1462  0.260
C3 -2.0838 2.3714 0.1487  -1.258
C4 0.7802 1.2487 -2.1999  -0.589
C5 -0.1014 2.1119 -1.4728  -0.593
C6 0.5598 -0.1064 -2.3038  -0.281
C7 -1.1781 1.5395 -0.7398  0.440
C8 -0.5723 -0.6833 -1.6715  -0.914
C9 -1.3054 0.1702 -0.7779  -0.296
H7 1.6776 1.6647 -2.6036  0.405
H8 0.0472 3.1898 -1.5122  0.342
H9 1.2739 -0.6804 -2.8881  0.332
H10 -0.9677 -1.6725 -1.8646  0.356
H11 -1.4552 2.9914 0.7990  0.266
H12 -2.5894 1.6812 0.8282  0.327
H13 -2.1599 -0.3274 -0.3076  0.186
H14 -2.7340 2.9861 -0.4704  0.304

Its net charge is -1. The calculation puts the HOMO-LUMO gap (spin up / spin down) at 0.1050 / 0.2564 hartree. As for the spin multiplicity: 2. The expectation value of S² is 0.760.


(2)
DFT (ωB97M-V/def2-TZVPD) results for a 2-piece molecular cluster, C7H11NSi overall at a distorted geometry.

Last column: Mulliken charge in e.
Atoms and positions in Å:
C1 2.7763 -1.4300 -0.2867  0.360
C2 3.2364 1.0788 -0.3599  -0.399
C3 3.4038 0.7156 0.9249  -0.486
C4 2.6422 -0.1636 0.0542  0.128
C5 -0.6505 -1.9210 0.2071  -0.942
C6 -0.5744 0.6912 -1.5720  -0.953
C7 -1.0753 1.0793 1.5018  -0.943
N1 2.6695 -2.5716 -0.4769  -0.630
Si1 -0.3757 -0.0873 0.1682  0.432
H1 3.5053 1.7355 -1.1539  0.383
H2 3.7468 0.9857 1.8872  0.375
H3 -1.5604 -2.3597 -0.3071  0.348
H4 0.2957 -2.4057 -0.2302  0.272
H5 -0.6369 -2.2377 1.2691  0.285
H6 -1.7060 0.9335 -1.8145  0.308
H7 -0.1906 1.7562 -1.4227  0.264
H8 -0.1199 0.0912 -2.3792  0.319
H9 -1.3050 1.9444 0.7194  0.213
H10 -2.0513 0.7251 1.8983  0.325
H11 -0.4493 1.4113 2.3102  0.343

The calculation puts the HOMO-LUMO gap (spin up / spin down) at 0.2528 / 0.2526 hartree. As for the spin multiplicity: 1.


Relative energy (zero: lowest compared OMol25 entry of this formula, charge and spin)
In order: 10.0 131.2
Unit: kcal per mole
Energy
In order: -351.26345 -617.36241
Unit: hartree